one | {
  "formula": "C4H6N2OS",
  "method": "the ωB97M-V functional and the def2-TZVPD basis",
  "species": ["C", "C", "C", "C", "H", "H", "H", "H", "H", "H", "N", "N", "O", "S"],
  "coordinates": [[0.3817, -0.1620, 0.0249], [-0.5216, 1.1037, 0.0490], [-0.4695, -1.2903, -0.4360], [1.8095, 0.0851, -0.5443], [-0.0640, -0.9249, 1.8155], [-0.4297, 1.6649, -0.9342], [-0.2631, 1.8341, 0.9169], [-2.5773, 0.7301, -0.0780], [-0.2421, -2.3318, -0.7994], [1.9715, 0.9667, -1.5466], [-1.7718, 0.2102, 0.1871], [-1.7228, -1.1441, -0.1250], [0.6821, -0.4022, 1.3832], [3.2170, -0.3396, 0.0870]],
  "mulliken_charge": [1.23, -0.62, -0.47, -0.67, 0.41, 0.34, 0.24, 0.24, 0.38, 0.17, -0.13, -0.44, -0.54, -0.15],
  "homo_ev": -8.671,
  "charge": 0,
  "homo_lumo_gap_ev": 8.35
}



two | {
  "formula": "C4H6N2OS",
  "method": "the ωB97M-V functional and the def2-TZVPD basis",
  "species": ["O", "C", "N", "C", "C", "C", "S", "N", "H", "H", "H", "H", "H", "H"],
  "coordinates": [[1.6875, 1.4923, -0.7429], [1.6643, 0.5175, 0.2462], [0.3773, -0.0509, 0.3753], [-0.0328, -1.2653, -0.0342], [-1.3451, -1.3301, -0.3436], [-1.9075, -0.0462, -0.0619], [-3.3283, 0.6971, -0.0143], [-0.8035, 0.7138, 0.2637], [1.4793, 1.0804, -1.5289], [2.3080, -0.2177, 0.2205], [1.9989, 1.1424, 1.1436], [0.6737, -2.0300, -0.0502], [-1.8788, -2.2000, -0.3878], [-0.8931, 1.4966, 0.9147]],
  "mulliken_charge": [-0.45, -0.51, 0.09, -0.17, -0.81, 0.38, -0.45, -0.21, 0.29, 0.46, 0.26, 0.44, 0.41, 0.26],
  "homo_ev": -7.888,
  "charge": 0,
  "homo_lumo_gap_ev": 8.35,
  "smiles": "OCn1ccc(=S)[nH]1"
}



three | {
  "formula": "C4H6N2OS",
  "method": "the ωB97M-V functional and the def2-TZVPD basis",
  "species": ["N", "C", "C", "C", "C", "S", "N", "O", "H", "H", "H", "H", "H", "H"],
  "coordinates": [[-0.5796, 2.5588, 0.1367], [-0.1575, 1.5007, -0.7965], [-0.2330, 0.1238, -0.2704], [0.7128, -0.8172, -0.1353], [0.0475, -1.9599, 0.4290], [0.7103, -3.5170, 0.9351], [-1.2014, -1.6777, 0.6155], [-1.4023, -0.3761, 0.1883], [-1.5957, 2.5215, 0.2817], [-0.1823, 2.3030, 1.0401], [0.9084, 1.6318, -0.9948], [-0.7118, 1.6505, -1.6931], [1.7125, -0.8439, -0.4880], [1.9722, -3.0983, 0.7517]],
  "mulliken_charge": [-0.63, -0.55, 0.06, -0.15, 0.43, -0.21, -0.46, -0.13, 0.28, 0.26, 0.29, 0.32, 0.36, 0.12],
  "homo_ev": -9.343,
  "charge": 0,
  "homo_lumo_gap_ev": 10.04,
  "smiles": "NCc1cc(S)no1"
}



The calculated energies rank the structures as follows, beginning with the most stable: three, two, one.



one | {
  "formula": "C7H10O2",
  "method": "the ωB97M-V functional and the def2-TZVPD basis",
  "species": ["C", "C", "C", "O", "C", "C", "O", "C", "C", "H", "H", "H", "H", "H", "H", "H", "H", "H", "H"],
  "coordinates": [[1.1568, 0.7236, 1.6100], [1.6989, -0.5991, 1.0499], [0.4528, -0.6051, 0.1775], [0.2120, -1.1899, -1.0630], [-1.2059, -1.0508, -1.3642], [-1.7513, 0.1789, -0.6942], [-2.2383, 1.5833, -1.0850], [-0.8241, 1.2830, -0.7847], [0.4512, 0.9326, 0.2035], [1.9266, 1.5530, 1.8112], [0.4662, 0.6319, 2.3961], [1.7712, -1.4384, 1.8616], [2.5297, -0.3647, 0.3464], [-0.3966, -0.8636, 0.8911], [-1.7890, -1.9661, -0.8559], [-1.2656, -1.1323, -2.5020], [-2.1926, -0.0205, 0.2600], [-0.3184, 1.2129, -1.8192], [1.3164, 1.1314, -0.4393]],
  "mulliken_charge": [-0.64, -0.39, -0.11, -0.48, -0.37, -0.12, -0.45, 0.09, -0.28, 0.28, 0.34, 0.26, 0.29, 0.25, 0.20, 0.33, 0.31, 0.19, 0.29],
  "homo_ev": -9.531,
  "charge": 0,
  "homo_lumo_gap_ev": 10.47,
  "smiles": "C1C[C@@H]2OC[C@@H]3O[C@H]3[C@@H]12"
}



two | {
  "formula": "C7H10O2",
  "method": "the ωB97M-V functional and the def2-TZVPD basis",
  "species": ["C", "C", "C", "C", "C", "O", "O", "C", "C", "H", "H", "H", "H", "H", "H", "H", "H", "H", "H"],
  "coordinates": [[2.7603, 0.1115, -0.6232], [1.7500, 0.3221, 0.2739], [0.4642, -0.3416, 0.2859], [-0.5994, -0.1044, 1.3518], [-0.9765, 1.3022, 1.6619], [-1.2221, -1.0955, 1.8162], [0.4631, -1.6006, -0.3160], [-0.2010, -0.5250, -1.0578], [-1.6462, -0.8765, -1.4444], [2.5659, -0.5516, -1.4539], [3.7492, 0.5100, -0.2541], [1.8904, 1.0339, 1.0837], [-0.5851, 1.4611, 2.6303], [-2.1230, 1.2323, 1.6660], [-0.5708, 2.0541, 0.8444], [0.3423, -0.0258, -1.8557], [-1.6662, -1.5196, -2.3294], [-2.3029, -0.0276, -1.7381], [-2.0922, -1.3589, -0.5413]],
  "mulliken_charge": [-0.87, -0.37, 1.41, 0.55, -1.21, -0.58, -0.48, -0.31, -1.30, 0.30, 0.25, 0.30, 0.34, 0.33, 0.30, 0.39, 0.35, 0.30, 0.32],
  "homo_ev": -9.525,
  "charge": 0,
  "homo_lumo_gap_ev": 10.35,
  "smiles": "C=C[C@]1(C(C)=O)O[C@H]1C"
}



The calculated energies rank the structures as follows, beginning with the most stable: two, one.



one | {
  "formula": "C2H8N3O",
  "method": "the ωB97M-V functional and the def2-TZVPD basis",
  "species": ["C", "N", "O", "H", "H", "H", "N", "C", "N", "H", "H", "H", "H", "H"],
  "coordinates": [[1.1791, 1.3656, 0.9618], [1.4399, 2.6043, 0.4079], [0.6488, 0.4075, 0.4178], [1.7697, 1.2067, 2.0065], [1.6881, 3.4000, 0.9750], [1.1591, 2.9391, -0.5282], [-1.5716, -0.6359, -0.8231], [-1.2403, -1.8390, -0.7683], [-0.1360, -2.1980, -0.2269], [-0.8386, 0.0842, -0.7333], [-2.4238, -0.2083, -1.0715], [-1.9852, -2.5214, -0.9969], [-0.0129, -3.1846, 0.1920], [0.3238, -1.4202, 0.1873]],
  "mulliken_charge": [0.13, -0.34, -0.65, 0.25, 0.25, 0.24, -0.17, 0.05, -0.27, 0.29, 0.22, 0.38, 0.32, 0.31],
  "homo_ev": -14.669,
  "charge": 1,
  "homo_lumo_gap_ev": 11.72
}



two | {
  "formula": "C2H8N3O",
  "method": "the ωB97M-V functional and the def2-TZVPD basis",
  "species": ["N", "C", "N", "O", "H", "H", "H", "H", "C", "N", "H", "H", "H", "H"],
  "coordinates": [[-1.9549, -0.5841, -0.0907], [-1.6950, 0.4904, -0.8214], [-0.2856, 1.1175, -0.5820], [-2.3676, 1.0394, -1.6220], [-1.4207, -1.1247, 0.5559], [-2.9415, -0.8018, -0.0436], [0.0235, 1.4053, -1.5111], [-0.4403, 1.9279, 0.0210], [2.5042, -0.5639, 0.8282], [1.2537, -0.6577, 1.0408], [2.9805, -1.4615, 0.4256], [3.1118, 0.3002, 1.0487], [0.3749, 0.4687, -0.0349], [0.8572, -1.5556, 0.7854]],
  "mulliken_charge": [-0.26, 0.46, -0.24, -0.43, 0.18, 0.27, 0.40, 0.38, -0.22, -0.63, 0.24, 0.30, 0.30, 0.27],
  "homo_ev": -15.128,
  "charge": 1,
  "homo_lumo_gap_ev": 11.72
}



The calculated energies rank the structures as follows, beginning with the most stable: one, two.



one | {
  "formula": "C2H4ClI",
  "method": "the ωB97M-V functional and the def2-TZVPD basis",
  "species": ["C", "C", "Cl", "I", "H", "H", "H", "H"],
  "coordinates": [[1.1882, 0.5853, 0.4818], [-0.8425, -0.5782, -0.5667], [-0.9691, -2.2545, 0.0369], [-2.5276, 0.7517, 0.0625], [1.7632, -0.0647, 1.0353], [0.3407, 1.0207, 0.9068], [1.5479, 1.0322, -0.3710], [-0.5007, -0.4925, -1.5856]],
  "mulliken_charge": [-0.84, -0.46, -0.12, 0.09, 0.32, 0.30, 0.33, 0.39],
  "homo_ev": [-8.882, -8.703],
  "charge": 0,
  "homo_lumo_gap_ev": [8.23, 8.31]
}



two | {
  "formula": "C2H4ClI",
  "method": "the ωB97M-V functional and the def2-TZVPD basis",
  "species": ["C", "C", "Cl", "I", "H", "H", "H", "H"],
  "coordinates": [[0.4072, 0.2819, -1.2242], [-0.7233, -1.0506, 2.2573], [0.7318, -0.3330, 2.5668], [-2.2165, 0.1859, 1.5107], [-0.2823, -0.1197, -2.0999], [0.0132, 0.6561, -0.3890], [1.0460, -0.5754, -0.9576], [1.0239, 0.9549, -1.6641]],
  "mulliken_charge": [-0.89, -0.11, 0.01, 0.12, 0.22, 0.07, 0.25, 0.34],
  "homo_ev": -8.907,
  "charge": 0,
  "homo_lumo_gap_ev": 7.70
}



The calculated energies rank the structures as follows, beginning with the most stable: two, one.



one | {
  "formula": "C3H9NO2",
  "method": "the ωB97M-V functional and the def2-TZVPD basis",
  "species": ["C", "C", "C", "N", "O", "H", "H", "H", "H", "H", "H", "H", "H", "H", "O"],
  "coordinates": [[-0.7039, -0.7176, 0.2238], [0.3325, -0.0844, 1.2187], [1.2050, 1.0378, 0.3081], [0.5885, 2.0785, -0.1777], [2.3667, 0.6349, -0.0194], [-1.4875, -0.0201, 0.2465], [-1.0196, -1.6786, 0.6854], [-0.2277, -1.0263, -0.7990], [-0.3675, 0.5176, 1.8768], [1.1019, -0.7563, 1.5969], [-0.4313, 1.9184, -0.2422], [1.0229, 2.9854, -0.4358], [-1.9193, -2.3885, -0.6466], [-3.0216, -3.0512, -1.4589], [-2.7131, -2.1930, -1.2409]],
  "mulliken_charge": [-1.14, -0.59, 0.68, -0.28, -0.16, 0.42, 0.38, 0.40, 0.34, 0.38, 0.25, 0.29, 0.29, 0.32, -0.59],
  "multiplicity": 2,
  "homo_ev": [-14.605, -14.602],
  "charge": 1,
  "homo_lumo_gap_ev": [10.01, 5.67]
}



two | {
  "formula": "C3H9NO2",
  "method": "the ωB97M-V functional and the def2-TZVPD basis",
  "species": ["C", "C", "C", "N", "H", "H", "H", "H", "H", "H", "H", "O", "H", "H", "O"],
  "coordinates": [[1.1452, -0.1943, 1.7071], [2.1820, -1.0163, 1.2661], [-0.5270, -1.4067, 0.5528], [-0.2012, -0.3218, 1.2262], [1.1938, 0.7320, 2.4449], [2.1062, -2.0359, 0.9835], [3.1599, -0.5808, 1.5160], [-1.3948, -1.3736, -0.0852], [0.1023, -2.3830, 0.5096], [-0.7892, 2.5307, -0.4766], [-1.0572, 1.4396, 0.5265], [-1.3846, 1.8030, -0.3278], [-0.8444, 0.8401, -2.3568], [-0.3735, -0.2653, -3.5595], [-0.8023, 0.5786, -3.3274]],
  "mulliken_charge": [0.42, -0.63, -0.09, -0.26, 0.39, 0.32, 0.28, 0.34, 0.18, 0.33, 0.35, -0.64, 0.33, 0.31, -0.63],
  "multiplicity": 2,
  "homo_ev": [-13.874, -13.874],
  "charge": 1,
  "homo_lumo_gap_ev": [7.01, 4.61]
}



The calculated energies rank the structures as follows, beginning with the most stable: one, two.



one | {
  "formula": "CH14N2O4",
  "method": "the ωB97M-V functional and the def2-TZVPD basis",
  "species": ["N", "C", "N", "H", "H", "H", "H", "H", "H", "O", "H", "H", "O", "H", "H", "O", "H", "H", "O", "H", "H"],
  "coordinates": [[1.4273, 2.0281, -1.8581], [1.4809, 0.5976, -1.7002], [0.4018, -0.0716, -0.9574], [0.9683, 2.3689, -2.6979], [1.0453, 2.4745, -1.0352], [1.5349, 0.1059, -2.6609], [2.4252, 0.3708, -1.1859], [0.0379, 0.5212, -0.2306], [-0.3651, -0.1882, -1.6235], [-1.7917, -2.2602, 0.9424], [-2.4248, -2.9833, 0.9128], [-0.9831, -2.6651, 0.5453], [0.6827, -2.7614, 0.0391], [0.9358, -3.2970, -0.7194], [0.9589, -1.8665, -0.2482], [-2.0712, 0.8103, 1.1723], [-1.9179, -0.1369, 0.9972], [-2.8157, 0.9753, 0.5833], [0.3943, 2.1775, 2.2482], [-0.5455, 1.9499, 2.1489], [0.8381, 1.3478, 2.0553]],
  "mulliken_charge": [-0.55, -0.47, -0.47, 0.23, 0.25, 0.42, 0.24, 0.15, 0.25, -0.67, 0.31, 0.39, -0.77, 0.32, 0.38, -0.62, 0.32, 0.31, -0.66, 0.34, 0.30],
  "homo_ev": -9.471,
  "charge": 0,
  "homo_lumo_gap_ev": 10.01,
  "smiles": "NCN.O.O.O.O"
}



two | {
  "formula": "CH14N2O4",
  "method": "the ωB97M-V functional and the def2-TZVPD basis",
  "species": ["N", "C", "N", "H", "H", "H", "H", "H", "H", "O", "H", "H", "O", "H", "H", "O", "H", "H", "O", "H", "H"],
  "coordinates": [[-0.5697, -0.9332, -2.8646], [-0.4457, -1.5876, -1.5241], [0.5446, -1.2022, -0.5878], [0.3055, -0.9920, -3.3705], [-0.8428, 0.0288, -2.7901], [-0.3991, -2.6384, -1.6829], [-1.3338, -1.2332, -0.9975], [0.5032, -0.1823, -0.4218], [1.5182, -1.3976, -0.9232], [0.6938, 1.2865, 3.1566], [1.3661, 1.2421, 3.8551], [0.7855, 0.3829, 2.7786], [-0.0133, -1.7240, 2.2280], [-0.9314, -1.8009, 2.2812], [0.1826, -1.8610, 1.2521], [0.7871, 2.0493, 0.3655], [0.4825, 1.7492, 1.2741], [1.6367, 1.7623, 0.3007], [-1.2100, 1.6092, -1.5295], [-0.4629, 1.6815, -0.9269], [-2.0211, 1.9638, -1.0811]],
  "mulliken_charge": [-0.61, -0.50, -0.53, 0.22, 0.29, 0.43, 0.33, 0.20, 0.23, -0.69, 0.32, 0.35, -0.68, 0.30, 0.41, -0.67, 0.36, 0.26, -0.68, 0.36, 0.29],
  "homo_ev": -9.061,
  "charge": 0,
  "homo_lumo_gap_ev": 9.58,
  "smiles": "NCN.O.O.O.O"
}



The calculated energies rank the structures as follows, beginning with the most stable: one, two.